[1]
A molecular structure, C6H18InO8P2. Source: OMol25; level of theory: the ωB97M-V functional and the def2-TZVPD basis.

Last column: Löwdin charge in e.
Geometry (Å):
In1 -0.82779 -3.51549 0.20141  1.26
C1 -4.02648 -0.64231 -2.36113  -0.02
O1 -3.13313 0.38750 -1.95104  -0.12
P1 -2.32736 0.30862 -0.58835  0.43
O2 -1.41775 -0.85743 -0.51083  -0.31
O3 -3.38820 0.41805 0.57076  -0.14
C2 -4.29713 1.55230 0.62131  0.00
O4 -1.60336 1.73822 -0.65869  -0.10
C3 -0.85298 2.19068 0.42829  -0.05
H1 -3.77219 -0.94478 -3.38137  0.13
H2 -5.05376 -0.25896 -2.35326  0.13
H3 -4.00627 -1.53419 -1.73053  0.10
H4 -3.80796 2.47516 0.32101  0.10
H5 -4.63394 1.71459 1.64576  0.12
H6 -5.20328 1.42675 0.02686  0.12
H7 0.21773 2.29319 0.19828  0.12
H8 -1.01739 1.69011 1.38419  0.12
H9 -1.11667 3.25025 0.61885  0.15
C4 2.02678 0.27077 -1.86502  0.00
O5 2.90103 -0.57409 -1.12209  -0.08
P2 2.63856 -0.90314 0.43117  0.45
O6 1.48934 -1.79710 0.72938  -0.25
O7 2.50878 0.52381 1.10801  -0.13
C5 2.67728 0.63814 2.53785  -0.01
O8 4.04064 -1.43567 0.91880  -0.11
C6 4.46512 -2.78260 0.60666  0.02
H10 2.49099 1.27332 -1.87993  0.15
H11 1.03961 0.32980 -1.40124  0.08
H12 1.97655 -0.06493 -2.90169  0.13
H13 3.63092 1.07743 2.84258  0.13
H14 2.56376 -0.27628 3.12290  0.11
H15 1.89196 1.32192 2.86218  0.11
H16 4.75465 -3.34168 1.49830  0.13
H17 5.41894 -2.66336 0.06806  0.14
H18 3.75301 -3.28859 -0.03746  0.10

Atomic forces in eV per Å
In 0.14 0.46 -0.07
C -0.74 -0.86 -0.30
O 0.93 0.23 0.88
P -2.08 1.29 -0.98
O 0.60 -0.32 0.68
O 0.72 -0.37 -0.39
C -0.61 1.10 0.49
O 0.12 -1.42 -0.24
C 0.41 1.38 1.18
H 0.00 0.30 0.00
H 0.16 0.20 -0.13
H 0.21 0.21 0.18
H 0.18 -0.10 -0.25
H 0.26 -0.54 0.10
H 0.22 -0.50 -0.22
H -0.05 -0.36 -0.32
H -0.10 -0.43 -0.29
H -0.17 -0.08 -0.29
C 0.11 0.65 -0.30
O -0.82 -0.74 1.36
P 1.65 1.03 -0.33
O -0.34 -0.20 -0.40
O 0.11 -1.20 -0.29
C -0.56 0.73 1.38
O -0.91 -0.12 -0.20
C 0.81 -0.08 -0.44
H -0.15 -0.04 0.00
H 0.00 0.01 0.05
H 0.18 -0.23 0.13
H 0.19 0.07 -0.64
H 0.02 -0.36 -0.60
H 0.13 0.09 -0.05
H -0.43 0.21 0.26
H -0.11 0.09 -0.11
H -0.07 -0.11 0.14

energy above the lowest of the compared OMol25 structures with the same formula, charge and spin = 50.5 kcal per mole
charge = +3
strongest force on any atom = 2.64 eV/Å
total energy = -1713.00423 Eh
highest occupied orbital energy = -0.742 hartree
LUMO energy = -17.509 eV
HOMO-LUMO gap = 2.68 eV

---

[2]
A single C5H6FNO molecule. Source: OMol25; level of theory: the ωB97M-V functional and the def2-TZVPD basis.

Last column: Löwdin charge in e.
Geometry (Å):
C1 -2.56073 -0.66934 0.23958  -0.05
C2 -1.17863 -0.17923 -0.10909  -0.42
C3 1.18080 0.97344 0.38049  -0.13
C4 1.12389 -0.49148 0.04564  -0.26
C5 -0.06584 -1.03217 -0.33596  0.04
H1 -3.37525 0.06400 0.58101  0.10
H2 -2.32703 -1.46135 0.98798  0.08
H3 -3.18668 -1.03334 -0.71198  0.12
H4 1.09518 1.23552 1.42178  0.13
H5 2.12307 1.25600 -0.00907  0.12
H6 -0.19742 -2.16401 -0.53004  0.15
N1 -1.05935 1.05130 0.00656  0.09
O1 0.18146 1.51929 -0.43177  -0.11
F1 2.31499 -1.00196 0.03828  0.13

Atomic forces in eV per Å
C -2.09 -1.02 -1.25
C -2.21 -0.67 0.67
C -0.78 -1.26 -1.16
C -2.35 0.81 -0.11
C 2.40 -3.18 0.30
H 2.10 -0.52 0.13
H -1.17 0.17 -0.56
H 1.92 -0.07 1.83
H -0.18 0.00 0.62
H 0.95 0.91 -0.30
H 0.32 2.15 0.06
N -0.65 3.06 -0.62
O 0.68 1.34 0.45
F 1.07 -1.74 -0.06

energy above the lowest of the compared OMol25 structures with the same formula, charge and spin = 100.6 kcal per mole
strongest force on any atom = 3.99 eV/Å
total energy = -423.85922 Eh
highest occupied orbital energy = -0.348 hartree
LUMO energy = 0.711 eV
HOMO-LUMO gap = 10.17 eV
structure (SMILES) = CC1=NOCC(F)=C1

---

[3]
19 unconnected molecules or ions with the total composition C43H86BCl36N2O9. Source: OMol25; level of theory: the ωB97M-V functional and the def2-TZVPD basis.

Last column: Löwdin charge in e.
Geometry (Å):
C1 1.59083 -3.86127 -1.51824  -0.07
C2 1.12763 -2.65602 -2.31447  -0.24
O1 1.55385 -1.41645 -1.71468  0.09
B1 0.55605 -0.74537 -1.08347  -0.62
O2 0.15147 0.48608 -1.55533  0.15
C3 -0.05952 -1.41545 0.23110  -0.05
N1 -1.25837 -0.69626 0.78007  0.16
C4 -1.35345 -0.67666 2.27478  -0.18
C5 -2.77963 -0.29549 2.66725  -0.10
C6 -3.28128 0.84722 1.76059  -0.15
C7 -2.35688 2.07789 1.77940  -0.18
C8 -1.90599 2.56891 0.40356  -0.21
C9 -3.03145 2.72654 -0.61680  -0.16
C10 -3.22358 1.53144 -1.52562  -0.16
O3 -2.63020 1.78351 -2.81663  -0.03
C11 -2.78362 0.69749 -3.64103  -0.47
C12 -1.84734 -0.46690 -3.42545  -0.03
O4 -3.64393 0.67123 -4.51788  0.11
C13 -0.78369 -1.93578 2.93966  -0.35
C14 -0.56111 -1.58908 4.43509  -0.10
C15 -0.89976 -2.71177 5.42689  -0.15
C16 -2.34778 -2.55704 5.95820  -0.14
C17 -3.15291 -3.84764 6.06751  -0.17
O5 -4.52505 -3.55320 5.75419  -0.01
C18 -4.96209 -3.95783 4.52935  -0.50
C19 -4.82885 -5.41124 4.13093  0.02
O6 -5.50814 -3.15597 3.76960  0.08
C20 -1.74571 -3.10296 2.75602  -0.10
O7 -2.13838 -3.23681 1.38860  -0.13
O8 -3.57282 -3.24014 1.37423  0.00
O9 0.48734 -2.34685 2.42621  -0.01
C21 0.98940 -1.64923 1.30378  -0.26
C22 1.78600 -0.37108 1.66766  -0.10
C23 3.15793 -0.31496 1.01888  -0.20
C24 4.08387 -1.46579 1.44089  -0.18
C25 4.81389 -2.06060 0.23081  -0.29
N2 5.00712 -3.52401 0.37025  0.00
H1 2.49039 -3.65499 -0.94826  0.06
H2 1.75331 -4.71181 -2.17082  0.09
H3 0.82840 -4.17008 -0.80222  0.00
H4 1.44843 -2.70877 -3.34797  0.07
H5 0.03372 -2.66704 -2.34926  0.09
H6 -0.77608 0.51679 -1.81553  0.04
H7 -0.40535 -2.40299 -0.07049  0.15
H8 -2.09825 -1.07645 0.35038  0.16
H9 -1.17995 0.27828 0.47922  0.12
H10 -0.74295 0.15969 2.60131  0.12
H11 -2.81839 0.04441 3.69647  0.13
H12 -3.49028 -1.11089 2.56720  0.11
H13 -4.30159 1.07335 2.04546  0.13
H14 -3.35613 0.41815 0.76469  0.08
H15 -1.51633 1.92513 2.44664  0.05
H16 -2.91740 2.89181 2.23222  0.12
H17 -1.11089 1.96557 -0.04777  0.09
H18 -1.46637 3.55123 0.54689  0.08
H19 -2.84028 3.61942 -1.20098  0.06
H20 -3.96811 2.90978 -0.09520  0.13
H21 -4.28569 1.35640 -1.67504  0.14
H22 -2.74663 0.64745 -1.09918  0.08
H23 -0.80455 -0.16449 -3.38681  0.07
H24 -2.08638 -0.90214 -2.44897  0.09
H25 -2.03403 -1.24224 -4.14577  0.05
H26 0.49892 -1.37604 4.51495  0.12
H27 -1.10938 -0.69855 4.71790  0.08
H28 -0.68299 -3.70297 5.04453  0.11
H29 -0.24137 -2.57134 6.27739  0.11
H30 -2.87392 -1.81433 5.36829  0.11
H31 -2.28090 -2.13517 6.95524  0.12
H32 -3.14616 -4.17614 7.10067  0.13
H33 -2.73668 -4.66023 5.47850  0.11
H34 -4.20954 -5.97884 4.81553  0.08
H35 -5.80857 -5.85607 4.04143  0.10
H36 -4.33100 -5.41811 3.16748  0.08
H37 -1.26017 -4.02576 3.05288  0.13
H38 -2.64278 -2.95416 3.34528  0.12
H39 -3.78596 -3.37065 0.44335  0.10
H40 1.70460 -2.31761 0.83574  0.14
H41 1.92635 -0.37413 2.74619  0.13
H42 1.18392 0.51280 1.44080  0.12
H43 3.10617 -0.23713 -0.06177  0.08
H44 3.61851 0.61711 1.33588  0.07
H45 4.82921 -1.09995 2.13694  0.08
H46 3.53437 -2.26472 1.93561  0.10
H47 4.23738 -1.89344 -0.67943  0.09
H48 5.76545 -1.57393 0.05652  0.05
H49 4.79686 -3.96339 -0.51500  0.05
H50 4.32025 -3.90051 1.01037  0.04
C26 0.06392 -2.16084 -6.58402  -0.98
Cl1 -0.09785 -0.42510 -6.27103  0.55
Cl2 -0.28949 -3.07386 -5.10721  0.60
H51 -0.64065 -2.45172 -7.35283  -0.01
H52 1.07351 -2.37484 -6.90031  -0.02
C27 0.47624 3.80843 -2.17871  -0.99
Cl3 1.84717 4.19119 -1.13003  0.57
Cl4 -0.86297 4.94109 -1.95437  0.59
H53 0.79888 3.84326 -3.21250  0.00
H54 0.12667 2.81338 -1.92716  -0.01
C28 -1.70892 2.97220 -6.60813  -1.01
Cl5 -0.17690 2.66352 -5.77191  0.50
Cl6 -1.71046 4.53987 -7.41616  0.53
H55 -1.85505 2.19587 -7.34995  0.02
H56 -2.50995 2.95442 -5.87854  0.02
C29 0.31739 3.60030 4.63034  -1.03
Cl7 0.08095 1.86245 4.94557  0.55
Cl8 0.56217 3.90747 2.90689  0.54
H57 -0.56499 4.14761 4.95868  -0.06
H58 1.19070 3.93532 5.17330  0.00
C30 0.50240 -5.10787 -9.57173  -1.03
Cl9 1.67162 -4.51712 -8.37784  0.56
Cl10 -1.14376 -4.57191 -9.19876  0.54
H59 0.78123 -4.72618 -10.54543  0.00
H60 0.52538 -6.18860 -9.56922  0.00
C31 -0.10257 7.04078 6.77618  -1.04
Cl11 -0.98188 6.42178 5.36797  0.54
Cl12 1.16040 5.92788 7.32461  0.53
H61 0.35942 7.97931 6.50352  -0.08
H62 -0.80590 7.18961 7.58253  -0.03
C32 -0.19225 10.69714 4.85367  -0.98
Cl13 -0.66992 10.10708 6.45484  0.56
Cl14 -1.18314 9.99215 3.57399  0.52
H63 -0.31120 11.77330 4.83514  0.03
H64 0.84332 10.42829 4.68134  0.03
C33 4.29962 8.29847 8.34781  -1.03
Cl15 3.02706 9.18102 7.49438  0.50
Cl16 3.97830 8.19208 10.07945  0.51
H65 4.35135 7.29509 7.94217  0.02
H66 5.23801 8.81829 8.19831  0.02
C34 4.10723 -6.81894 -10.06907  -1.00
Cl17 2.72486 -6.72589 -11.17062  0.54
Cl18 3.92660 -8.12908 -8.90028  0.52
H67 5.00110 -6.99102 -10.65632  0.03
H68 4.17837 -5.87983 -9.53371  0.01
C35 5.07371 2.72585 -1.79450  -1.01
Cl19 5.57359 1.08520 -1.35815  0.50
Cl20 5.31589 3.05629 -3.51319  0.52
H69 4.01973 2.83307 -1.57275  -0.05
H70 5.66051 3.43140 -1.21862  0.03
C36 -5.97166 -1.87393 -4.14369  -1.02
Cl21 -5.18327 -2.70732 -2.78538  0.47
Cl22 -7.69275 -1.63847 -3.84842  0.53
H71 -5.49998 -0.90741 -4.27499  0.00
H72 -5.84703 -2.48090 -5.03185  0.03
C37 -4.16967 6.31020 7.85519  -0.99
Cl23 -2.81697 5.75350 8.84805  0.54
Cl24 -3.74298 7.63228 6.75141  0.51
H73 -4.52366 5.47505 7.26338  0.03
H74 -4.95248 6.66257 8.51590  0.01
C38 3.39940 -5.30138 -14.45604  -1.04
Cl25 4.57393 -4.66565 -13.29699  0.50
Cl26 1.74993 -4.78599 -14.06729  0.50
H75 3.65159 -4.93480 -15.44353  0.03
H76 3.44024 -6.38115 -14.43183  -0.02
C39 6.70560 1.20688 2.89945  -1.01
Cl27 6.57242 0.76077 1.19291  0.54
Cl28 5.23003 1.99106 3.48742  0.51
H77 6.87825 0.30958 3.48212  0.03
H78 7.53097 1.89337 3.01464  -0.06
C40 0.63526 -8.32139 -14.09046  -1.03
Cl29 -1.10038 -8.47329 -14.37023  0.52
Cl30 1.51083 -7.92286 -15.57453  0.53
H79 0.80244 -7.52645 -13.37288  -0.03
H80 1.01178 -9.26311 -13.71003  0.03
C41 -7.01976 9.78792 6.42484  -1.04
Cl31 -8.34573 9.94337 5.26920  0.51
Cl32 -7.45177 8.74774 7.78909  0.50
H81 -6.16605 9.35307 5.91922  -0.01
H82 -6.77378 10.77107 6.80679  0.03
C42 0.17376 -7.39602 0.62483  -1.00
Cl33 0.88231 -5.82378 1.03299  0.56
Cl34 0.97080 -8.12646 -0.76898  0.53
H83 0.28308 -8.05599 1.47662  0.03
H84 -0.87367 -7.25024 0.38982  0.03
C43 8.57820 4.08218 5.10561  -0.99
Cl35 8.52926 2.34725 5.44646  0.54
Cl36 8.73099 4.40887 3.37500  0.53
H85 7.65811 4.52847 5.46271  0.03
H86 9.43129 4.50995 5.61759  0.03

Atomic forces in eV per Å
C -0.47 0.05 0.12
C 0.03 -0.53 0.45
O -0.15 0.16 -0.26
B 0.53 0.12 0.03
O 0.13 -0.07 0.42
C -0.21 -0.53 -0.44
N 0.84 0.16 -0.23
C -0.15 0.09 0.63
C -0.47 0.31 -0.47
C 0.47 -0.56 0.36
C -0.76 0.08 -0.24
C 0.04 0.42 0.09
C -0.04 -0.05 0.37
C -0.22 0.62 -0.21
O 0.18 -0.46 0.00
C -1.56 -0.45 -2.22
C -0.50 0.25 0.58
O 1.71 0.41 1.86
C -0.35 0.08 0.23
C 0.22 -0.92 -0.20
C -0.34 0.81 0.56
C 0.68 -0.38 0.01
C -0.18 0.42 0.57
O -0.01 -0.42 -0.66
C -1.34 1.53 -1.60
C 0.83 0.46 0.30
O 1.05 -1.42 1.78
C -0.09 -0.13 0.02
O 0.32 0.10 -0.47
O -0.39 0.17 0.48
O -0.39 0.03 -0.44
C 0.78 0.61 -0.13
C -0.52 -0.40 0.27
C 0.24 0.49 0.42
C 0.21 0.10 -0.84
C -0.50 -0.90 -0.18
N 0.06 0.24 0.05
H 0.30 0.06 -0.12
H 0.13 -0.17 -0.10
H 0.10 0.12 -0.09
H 0.36 0.42 0.15
H -0.10 -0.01 -0.18
H 0.08 0.44 0.29
H -0.23 -0.16 0.13
H -0.10 -0.20 0.27
H -0.16 0.05 0.01
H 0.43 -0.01 -0.19
H 0.20 -0.04 0.21
H 0.07 -0.30 0.05
H -0.13 0.18 0.07
H -0.29 0.22 -0.20
H 0.24 0.02 0.01
H -0.03 0.19 0.08
H 0.16 0.02 0.09
H 0.31 0.07 0.05
H -0.11 -0.13 -0.30
H -0.14 0.02 0.11
H -0.13 -0.33 -0.06
H -0.16 -0.21 0.03
H -0.07 -0.07 -0.66
H -0.09 -0.12 0.11
H 0.05 -0.05 -0.33
H 0.15 0.23 -0.08
H -0.07 0.17 0.07
H -0.02 -0.14 -0.17
H 0.24 -0.16 0.09
H -0.34 -0.13 -0.24
H -0.10 0.24 0.13
H -0.05 -0.22 0.13
H -0.10 -0.01 -0.37
H -0.16 -0.18 0.21
H -0.25 -0.03 -0.03
H -0.13 -0.10 -0.30
H 0.10 -0.17 0.04
H -0.16 -0.01 0.11
H 0.18 -0.20 -0.25
H 0.03 -0.31 0.02
H -0.03 0.04 0.20
H 0.13 0.27 -0.06
H -0.16 -0.16 -0.23
H 0.03 0.22 -0.02
H -0.03 0.00 0.34
H -0.17 -0.06 0.12
H -0.25 0.30 -0.03
H 0.28 0.02 0.17
H 0.28 -0.15 -0.11
H 0.01 -0.02 0.15
C -0.18 0.27 0.01
Cl 0.13 -0.13 -0.25
Cl -0.15 -0.39 -0.40
H -0.05 -0.02 0.04
H 0.08 0.04 0.10
C -0.12 -0.19 -0.06
Cl -0.07 0.03 0.09
Cl 0.22 0.22 -0.16
H 0.01 0.13 0.01
H 0.05 0.06 0.00
C -0.20 0.06 -0.05
Cl 0.02 0.10 0.14
Cl -0.01 -0.03 0.01
H 0.09 -0.01 -0.01
H 0.03 0.03 0.05
C -0.23 -0.06 -0.03
Cl 0.02 0.02 0.01
Cl 0.05 0.04 -0.06
H 0.26 -0.41 -0.10
H 0.06 -0.05 0.01
C -0.18 0.05 -0.04
Cl 0.12 -0.16 -0.09
Cl 0.00 -0.01 -0.01
H 0.00 0.10 0.02
H -0.04 -0.02 0.12
C 0.20 -0.05 -0.05
Cl 0.09 0.35 0.00
Cl -0.01 -0.11 0.04
H 0.12 -0.28 -0.04
H -0.12 -0.08 0.07
C 0.04 0.04 -0.07
Cl -0.13 0.49 0.00
Cl 0.02 0.02 -0.01
H -0.08 0.00 0.03
H -0.01 -0.07 0.01
C 0.06 -0.09 0.01
Cl -0.05 0.08 -0.08
Cl 0.02 -0.02 -0.01
H -0.09 -0.01 0.01
H -0.03 0.08 0.03
C 0.15 0.02 0.05
Cl 0.06 -0.14 -0.11
Cl 0.01 0.03 0.01
H -0.04 -0.06 -0.05
H -0.09 0.00 0.02
C -0.01 0.00 -0.02
Cl -0.43 0.01 -1.18
Cl -0.02 0.04 0.01
H 0.04 -0.08 -0.03
H 0.09 -0.03 0.00
C -0.10 0.16 -0.14
Cl 0.17 0.01 0.05
Cl 0.04 0.00 -0.01
H 0.03 0.00 0.06
H -0.01 -0.10 0.05
C -0.28 0.03 -0.03
Cl 0.06 0.05 -0.06
Cl -0.10 -0.01 0.22
H 0.07 0.00 -0.05
H 0.03 0.07 0.01
C 0.04 0.03 0.05
Cl 0.12 0.09 -0.07
Cl 0.00 0.04 0.01
H -0.02 0.09 0.02
H -0.04 -0.05 0.08
C 0.20 -0.33 -0.05
Cl 0.42 0.35 1.09
Cl -0.04 0.02 0.02
H -0.07 0.01 0.07
H -0.03 0.09 -0.07
C 0.01 0.00 0.09
Cl 0.00 0.00 0.04
Cl 0.00 -0.16 -0.08
H -0.03 0.07 -0.06
H -0.01 -0.04 -0.07
C 0.08 0.04 -0.05
Cl 0.02 0.01 -0.02
Cl 0.05 -0.04 0.05
H -0.03 -0.07 0.00
H -0.08 0.01 0.04
C -0.03 -0.10 -0.04
Cl -0.09 -0.13 0.39
Cl -0.03 0.00 0.01
H 0.09 0.01 0.01
H 0.01 0.06 -0.04
C -0.02 0.06 0.05
Cl 0.08 0.03 0.19
Cl -0.01 0.03 0.00
H -0.05 -0.05 -0.06
H 0.06 -0.05 -0.05

charge = +1
strongest force on any atom = 2.75 eV/Å
total energy = -19068.13103 Eh
highest occupied orbital energy = -0.396 hartree
LUMO energy = -2.184 eV
HOMO-LUMO gap = 8.60 eV

---

[4]
A single C5H7NO2 molecule. Source: OMol25; level of theory: the ωB97M-V functional and the def2-TZVPD basis.

Last column: Löwdin charge in e.
Geometry (Å):
C1 -0.07993 -0.39432 0.01964  -0.47
C2 -1.20809 0.18614 -0.74216  -0.18
C3 1.19058 -0.68250 -0.80499  -0.19
C4 0.14604 0.00103 1.46512  0.01
O1 -1.16126 -1.20560 -0.28355  0.05
O2 1.88735 0.48359 -1.15032  -0.03
C5 -2.21198 0.99576 -0.13437  -0.16
N1 -3.05519 1.63145 0.31889  0.18
H1 2.26010 0.88276 -0.35831  0.09
H2 -1.07341 0.36993 -1.80705  0.16
H3 1.81632 -1.38021 -0.23585  0.13
H4 0.90846 -1.16309 -1.74685  0.14
H5 -0.78478 -0.11393 2.02558  0.10
H6 0.47451 1.03997 1.53289  0.10
H7 0.89127 -0.65097 1.90133  0.08

Atomic forces in eV per Å
C 1.16 0.99 -0.09
C 0.71 -1.07 -0.17
C -0.64 -0.29 0.25
C -0.45 -0.14 -0.32
O -0.82 0.16 -0.55
O 0.19 0.38 0.02
C -0.64 0.34 0.45
N 0.20 -0.02 -0.03
H 0.04 0.00 -0.01
H -0.07 -0.30 0.13
H 0.02 -0.02 -0.06
H -0.05 0.04 0.19
H 0.11 0.12 -0.04
H 0.03 -0.07 0.03
H 0.22 -0.11 0.21

energy above the lowest of the compared OMol25 structures with the same formula, charge and spin = 43.6 kcal per mole
strongest force on any atom = 1.53 eV/Å
total energy = -399.89610 Eh
highest occupied orbital energy = -0.390 hartree
LUMO energy = 0.562 eV
HOMO-LUMO gap = 11.18 eV
structure (SMILES) = C[C@@]1(CO)O[C@H]1C#N

---

- Look up the strongest force on any atom of the second one.
  3.99 eV/Å

---

- The highest HOMO-LUMO gap belongs to which entry?
  C5H7NO2

---

- LUMO energy of number 3 (C43H86BCl36N2O9)?
  -2.184 eV

---

- Which value of LUMO energy does entry 2 give?
  0.711 eV